Below is a molecular structure, C30H26N3PPtSe3Te, with properties calculated with ωB97M-V with the def2-TZVPD basis set.

Output
Energy above the lowest of the compared OMol25 structures with the same formula, charge and spin ... 24.37 kJ/mol
E_LUMO ... 4.08 eV
Highest occupied orbital energy ... -0.59 eV
Electronic energy ... -251873.127 eV
Largest force on an atom ... 0.00415 hartree/bohr
Orbital gap ... 4.671 eV

The geometry in ORCA input format:
```
! wB97M-V def2-TZVPD RIJCOSX def2/J DEFGRID3
* xyz -2 1
Pt -0.5164 -2.0723 -0.6971
Se 2.7251 -3.1505 -1.7110
Se 4.9336 -2.9398 -1.0070
Te 0.9842 -5.6705 0.9340
Se 1.3783 -3.2580 0.2590
C -2.0431 0.5294 -1.6531
N -2.0458 -0.9133 -1.5145
C -3.0349 -1.6024 -1.9814
C -2.9679 -3.0085 -1.9040
C -3.8089 -4.0509 -2.3112
C -3.1320 -5.2272 -1.9926
C -1.9161 -4.8521 -1.3937
N -1.8192 -3.5233 -1.3448
C -1.3341 1.0112 -2.9003
C -0.1096 0.4712 -3.2943
C 0.5401 0.9674 -4.4147
C -0.0166 2.0009 -5.1587
C -1.2357 2.5395 -4.7748
C -1.8876 2.0418 -3.6534
H -1.5311 0.9373 -0.7778
H -3.0747 0.9001 -1.6677
H -3.8927 -1.1006 -2.4315
H -4.7765 -3.9470 -2.7803
H -3.4646 -6.2399 -2.1611
H -1.1312 -5.4750 -0.9895
H 0.3463 -0.3108 -2.6977
H 1.4952 0.5426 -4.6979
H 0.4982 2.3835 -6.0322
H -1.6836 3.3438 -5.3472
H -2.8430 2.4625 -3.3556
N 0.5380 -0.4037 -0.2481
P 0.8019 0.3385 1.0649
C 1.3837 2.0369 0.7206
C 2.0334 2.8111 1.6817
C 2.4284 4.1080 1.3878
C 2.1869 4.6379 0.1255
C 1.5592 3.8652 -0.8405
C 1.1609 2.5685 -0.5435
C 2.0679 -0.2699 2.2349
C 3.2338 -0.7817 1.6681
C 4.2438 -1.2834 2.4736
C 4.0993 -1.2676 3.8547
C 2.9427 -0.7559 4.4287
C 1.9272 -0.2620 3.6201
C -0.6547 0.6068 2.1687
C -1.4189 -0.5321 2.4411
C -2.5724 -0.4446 3.2034
C -2.9881 0.7854 3.7019
C -2.2427 1.9223 3.4296
C -1.0818 1.8318 2.6683
H 2.2402 2.3912 2.6593
H 2.9365 4.7026 2.1380
H 2.5042 5.6478 -0.1079
H 1.3887 4.2648 -1.8333
H 0.7003 1.9307 -1.2873
H 3.3516 -0.8361 0.5901
H 5.1126 -1.7222 1.9995
H 4.8791 -1.6793 4.4851
H 2.8205 -0.7606 5.5060
H 1.0158 0.1140 4.0714
H -1.1137 -1.4890 2.0277
H -3.1495 -1.3397 3.4007
H -3.8930 0.8559 4.2943
H -2.5626 2.8871 3.8065
H -0.5151 2.7322 2.4606
*
```